Entry 1:
# C12H11ClN2OS

2 unconnected molecules or ions with the total composition C12H11ClN2OS (ωB97M-V with the def2-TZVPD basis set, OMol25).

Each line ends with the Löwdin charge.
CARTESIAN COORDINATES (ANGSTROEM)
C: 1.36 4.42 3.49  -0.0950
C: 0.88 3.08 2.82  -0.2210
C: 0.96 1.81 3.59  -0.0949
C: 0.49 0.80 3.01  -0.0981
C: 0.05 0.92 1.63  -0.1857
C: -0.23 2.13 1.08  -0.7254
C: 0.16 3.35 1.65  -0.0436
H: 0.37 4.11 1.13  0.0457
Cl: -0.86 2.13 -0.38  0.9062
N: -0.58 -0.37 1.17  0.1061
C: -0.15 -0.93 0.20  -0.6422
O: 0.80 -0.29 -0.55  -0.1759
N: -0.66 -1.91 -0.52  0.0644
C: -0.53 -2.69 -1.52  -0.5695
C: -0.94 -3.74 -2.08  -0.2825
C: -0.68 -4.02 -3.30  -0.2163
C: 0.31 -3.14 -3.92  -0.3075
S: 0.59 -1.87 -2.67  1.0533
H: 0.98 -3.40 -4.70  0.0321
H: -0.99 -4.97 -3.82  0.1227
H: -1.72 -4.29 -1.52  0.1389
H: -1.65 -2.38 0.36  0.2904
H: -1.00 -1.11 1.99  0.2430
H: 0.36 -0.08 3.72  0.1448
H: 1.62 1.85 4.73  0.1993
H: 2.46 4.55 3.08  0.0895
H: 0.82 5.42 3.10  0.1126
H: 1.56 4.25 4.69  0.1088

The value obtained for the gap between HOMO and LUMO is 7.23 eV. Its total energy is -1506.65175 a.u. The value obtained for the HOMO energy is -7.5 eV. The calculation puts the LUMO energy at -0.011 Eh. The value obtained for the relative energy (zero: lowest compared OMol25 entry of this formula, charge and spin) is 213.4 kcal per mole.

Entry 2:
# C33H31EuN2O2S5

A molecular structure, C33H31EuN2O2S5 (ωB97M-V with the def2-TZVPD basis set, OMol25).

Each line ends with the Löwdin spin population.
CARTESIAN COORDINATES (ANGSTROEM)
Eu: 0.33 -0.88 0.34  6.1269
C: 2.70 -1.89 4.13  -0.0004
C: 2.69 -1.03 2.89  -0.0024
C: 2.22 0.28 2.95  0.0001
C: 1.68 0.82 4.25  0.0000
C: 2.26 1.10 1.81  -0.0044
C: 1.86 2.55 1.92  -0.0002
C: 2.80 0.59 0.62  -0.0034
C: 2.89 1.47 -0.61  0.0007
C: 3.34 -0.71 0.58  -0.0028
C: 4.20 -1.12 -0.59  0.0001
C: 3.21 -1.54 1.70  -0.0029
C: 3.67 -2.98 1.62  0.0000
H: 1.80 -2.51 4.18  -0.0003
H: 2.74 -1.29 5.04  0.0000
H: 3.56 -2.56 4.14  0.0000
H: 2.49 1.12 4.91  0.0000
H: 1.08 0.08 4.77  0.0000
H: 1.04 1.69 4.08  0.0000
H: 0.80 2.66 2.17  -0.0001
H: 2.05 3.10 1.01  0.0000
H: 2.43 3.03 2.72  -0.0001
H: 3.73 2.17 -0.54  0.0001
H: 1.99 2.07 -0.75  0.0002
H: 3.02 0.89 -1.52  0.0001
H: 3.62 -1.51 -1.43  0.0000
H: 4.91 -1.89 -0.30  0.0000
H: 4.77 -0.27 -0.95  0.0000
H: 4.71 -3.09 1.92  -0.0001
H: 3.57 -3.36 0.60  0.0000
H: 3.06 -3.62 2.26  0.0000
S: 1.33 -2.98 -1.38  -0.0199
C: 1.03 -1.75 -2.55  -0.0015
N: 0.70 -0.52 -2.18  -0.0107
C: 0.39 0.26 -3.27  -0.0008
C: -0.31 1.55 -3.09  0.0001
C: -0.81 2.29 -4.37  0.0000
C: -0.66 1.49 -5.64  0.0001
C: -0.05 0.30 -5.69  -0.0001
C: 0.48 -0.33 -4.47  -0.0003
S: 1.00 -1.96 -4.26  -0.0004
H: 0.20 2.21 -2.39  0.0000
H: -0.38 3.28 -4.51  0.0000
H: -1.05 1.93 -6.55  0.0000
H: 0.04 -0.22 -6.64  0.0000
S: -1.09 0.65 2.37  -0.0159
C: -1.65 1.41 0.95  -0.0008
N: -1.50 0.84 -0.24  -0.0089
C: -2.00 1.64 -1.25  -0.0003
C: -1.77 1.31 -2.66  0.0001
C: -2.25 2.32 -3.74  0.0000
C: -2.71 3.64 -3.17  0.0000
C: -2.86 3.87 -1.86  -0.0001
C: -2.50 2.83 -0.88  -0.0003
S: -2.39 2.97 0.85  -0.0005
H: -2.08 0.29 -2.89  0.0000
H: -3.02 1.93 -4.41  0.0000
H: -2.98 4.42 -3.87  0.0000
H: -3.22 4.82 -1.51  0.0000
O: -6.66 -1.61 2.24  -0.0001
C: -5.79 -1.52 1.20  -0.0002
O: -6.16 -1.06 0.16  -0.0004
C: -4.37 -1.92 1.48  -0.0016
C: -3.83 -2.02 2.76  -0.0003
C: -2.50 -2.35 2.95  -0.0017
C: -1.67 -2.60 1.85  -0.0030
S: 0.04 -2.94 2.06  -0.0413
C: -2.23 -2.53 0.57  -0.0025
C: -3.57 -2.17 0.39  0.0001
H: -6.24 -2.06 2.98  0.0000
H: -4.43 -1.80 3.64  0.0000
H: -2.08 -2.38 3.94  -0.0001
H: -1.64 -2.83 -0.28  0.0003
H: -3.99 -2.11 -0.61  0.0000

The value obtained for the gap between HOMO and LUMO (spin up / spin down) is 5.71 / 7.82 eV. Its total energy is -4237.49262 a.u. The value obtained for the HOMO energy (spin up / spin down) is -7.5 / -7.5 eV. The calculation puts the LUMO energy (spin up / spin down) at -0.064 / 0.014 Eh. The value obtained for the relative energy (zero: lowest compared OMol25 entry of this formula, charge and spin) is 53.1 kcal per mole. Its spin multiplicity is 7.

Entry 3:
# C6H10O2P

A gas-phase ion, C6H10O2P (charge -1) (ωB97M-V with the def2-TZVPD basis set, OMol25).

Each line ends with the Löwdin spin population.
CARTESIAN COORDINATES (ANGSTROEM)
C: -0.09 1.51 0.33  0.0643
C: 2.38 0.95 -0.45  0.7163
C: 1.10 0.48 0.20  0.1068
C: 0.15 -0.53 -0.39  0.0185
C: -0.94 0.27 0.30  0.1760
C: 0.50 -1.96 -0.07  0.0057
O: -3.35 -1.29 0.08  0.1563
O: -3.64 1.16 0.11  0.1641
P: -2.84 0.02 -0.37  0.4398
H: -0.17 1.96 1.34  0.0019
H: -0.06 2.11 -0.57  0.0063
H: 2.71 1.90 -0.11  0.0499
H: 2.66 0.91 -1.56  0.0460
H: 1.15 0.01 1.24  0.0199
H: -0.14 -0.29 -1.51  0.0171
H: -1.33 -0.23 1.34  0.0074
H: 0.62 -2.01 1.07  0.0014
H: 1.47 -2.19 -0.36  0.0016
H: -0.17 -2.78 -0.60  0.0006

The value obtained for the gap between HOMO and LUMO (spin up / spin down) is 5.84 / 7.56 eV. Its charge is -1. Its total energy is -726.37670 a.u. The value obtained for the HOMO energy (spin up / spin down) is -2.3 / -4.8 eV. The calculation puts the LUMO energy (spin up / spin down) at 0.132 / 0.100 Eh. Its spin multiplicity is 3.

Entry 4:
# C54H42BaN2O6SSbTe

A molecular structure, C54H42BaN2O6SSbTe (ωB97M-V with the def2-TZVPD basis set, OMol25).

Each line ends with the Löwdin charge.
CARTESIAN COORDINATES (ANGSTROEM)
Ba: -1.29 -0.28 -0.45  1.9013
O: 3.03 -0.99 0.69  0.0265
C: 1.82 -0.80 0.62  -0.5924
O: 1.10 -0.84 -0.45  -0.4010
C: 1.03 -0.56 1.92  -0.1800
C: 1.64 -0.41 3.15  0.0001
C: 0.81 -0.33 4.27  -0.0482
C: -0.57 -0.40 4.13  0.0056
C: -1.10 -0.52 2.85  -0.1816
N: -0.29 -0.61 1.80  -0.0273
C: -2.62 -0.62 2.55  -0.6536
O: -3.37 -0.76 3.51  0.0167
O: -2.89 -0.56 1.31  -0.3096
H: 2.71 -0.39 3.22  0.1123
H: 1.25 -0.22 5.26  0.1010
H: -1.25 -0.36 4.97  0.1151
C: -0.19 7.42 -0.87  -0.0681
C: -0.46 5.96 -0.68  -0.2703
C: -1.08 5.47 0.45  -0.0222
C: -1.31 4.11 0.67  -0.0705
C: -1.89 3.66 1.95  -0.2990
O: -1.58 2.61 2.49  0.1158
C: -2.87 4.56 2.65  -0.1459
C: -2.83 4.66 4.04  -0.0199
C: -3.73 5.46 4.71  -0.0838
C: -4.70 6.16 4.01  -0.0992
C: -4.77 6.05 2.63  -0.0841
C: -3.85 5.26 1.95  -0.0315
C: -0.91 3.16 -0.31  -0.3275
O: -1.13 1.90 -0.22  -0.4561
C: -0.26 3.67 -1.47  -0.1323
C: -0.06 5.02 -1.64  0.0127
C: 0.18 2.67 -2.49  -0.2168
N: 1.29 2.04 -2.40  0.1440
C: 2.15 2.45 -1.30  -0.3107
C: 3.03 3.58 -1.78  -0.5040
Te: 4.43 4.20 -0.30  1.2420
C: 2.91 5.07 0.87  -0.5632
C: 2.55 6.40 0.69  -0.1585
C: 1.56 6.97 1.48  -0.1210
C: 0.93 6.22 2.45  -0.0986
C: 1.28 4.89 2.64  -0.0756
C: 2.26 4.31 1.85  -0.1315
C: -0.73 2.35 -3.61  -0.1456
C: -2.10 2.61 -3.52  -0.0179
C: -2.96 2.23 -4.54  -0.0807
C: -2.45 1.61 -5.68  -0.0962
C: -1.09 1.37 -5.79  -0.0830
C: -0.24 1.73 -4.76  -0.0253
H: -0.56 8.00 -0.02  0.0733
H: -0.67 7.81 -1.77  0.0774
H: 0.88 7.63 -0.96  0.0616
H: -1.38 6.18 1.22  0.1134
H: -2.08 4.07 4.57  0.1162
H: -3.68 5.54 5.79  0.0985
H: -5.41 6.78 4.54  0.0958
H: -5.54 6.58 2.08  0.0982
H: -3.89 5.18 0.87  0.1190
H: 0.43 5.37 -2.55  0.1297
H: 2.78 1.60 -1.02  0.0882
H: 1.60 2.75 -0.41  0.0977
H: 2.44 4.46 -2.05  0.0353
H: 3.62 3.29 -2.65  0.0406
H: 3.05 6.99 -0.07  0.0897
H: 1.28 8.01 1.32  0.1010
H: 0.15 6.66 3.07  0.1089
H: 0.77 4.28 3.38  0.1083
H: 2.52 3.27 1.99  0.0961
H: -2.49 3.09 -2.63  0.1195
H: -4.02 2.42 -4.45  0.1000
H: -3.12 1.32 -6.48  0.0963
H: -0.69 0.89 -6.67  0.0981
H: 0.83 1.53 -4.81  0.0983
S: -1.20 -2.26 -2.72  -0.0745
Sb: 1.03 -2.62 -2.39  1.2573
C: 1.60 -3.71 -0.70  -0.3364
C: 0.58 -4.36 0.01  -0.1115
C: 0.90 -5.15 1.11  -0.0791
C: 2.22 -5.30 1.49  -0.0885
C: 3.23 -4.65 0.79  -0.0778
C: 2.92 -3.86 -0.31  -0.1157
C: 2.48 -1.35 -3.22  -0.3223
C: 3.56 -0.84 -2.51  -0.1042
C: 4.51 -0.08 -3.17  -0.0783
C: 4.38 0.19 -4.52  -0.0897
C: 3.31 -0.33 -5.23  -0.0922
C: 2.36 -1.11 -4.58  -0.1294
C: 1.40 -4.21 -3.79  -0.3397
C: 2.69 -4.71 -3.92  -0.1225
C: 2.96 -5.75 -4.81  -0.0959
C: 1.94 -6.29 -5.58  -0.1040
C: 0.65 -5.78 -5.46  -0.0955
C: 0.39 -4.75 -4.57  -0.1379
H: -0.45 -4.23 -0.29  0.0911
H: 0.11 -5.64 1.66  0.1031
H: 2.47 -5.91 2.35  0.0983
H: 4.26 -4.75 1.10  0.1032
H: 3.71 -3.34 -0.83  0.0988
H: 3.63 -0.99 -1.43  0.0771
H: 5.35 0.33 -2.61  0.1065
H: 5.13 0.79 -5.03  0.0988
H: 3.20 -0.12 -6.29  0.1010
H: 1.52 -1.51 -5.14  0.1037
H: 3.51 -4.30 -3.34  0.0963
H: 3.97 -6.13 -4.90  0.0974
H: 2.15 -7.09 -6.27  0.0950
H: -0.15 -6.20 -6.06  0.0974
H: -0.62 -4.35 -4.47  0.0487

The value obtained for the gap between HOMO and LUMO is 7.31 eV. Its charge is -1. Its total energy is -3576.08653 a.u. The value obtained for the HOMO energy is -5.3 eV. The calculation puts the LUMO energy at 0.075 Eh. The value obtained for the relative energy (zero: lowest compared OMol25 entry of this formula, charge and spin) is 0.0 kcal per mole.

Entry 5:
# C37H37CoFN6O5S

A molecular structure, C37H37CoFN6O5S (ωB97M-V with the def2-TZVPD basis set, OMol25).

Each line ends with the Löwdin spin population.
CARTESIAN COORDINATES (ANGSTROEM)
Co: 0.06 -0.18 -0.01  0.9584
O: 3.60 -1.54 1.00  -0.0001
S: 3.23 -1.07 -0.32  0.0007
O: 4.30 -0.54 -1.13  -0.0005
N: 2.00 -0.01 -0.25  -0.0060
C: 2.37 1.31 0.03  -0.0007
C: 3.59 1.80 0.49  0.0015
C: 3.79 3.19 0.65  -0.0002
C: 2.82 4.11 0.38  0.0013
C: 1.55 3.65 -0.03  -0.0004
C: 0.45 4.50 -0.28  0.0005
C: -0.76 3.97 -0.59  -0.0003
C: -0.91 2.57 -0.65  0.0015
N: 0.10 1.75 -0.45  -0.0023
C: 1.33 2.27 -0.16  -0.0007
C: 2.57 -2.42 -1.25  0.0006
C: 2.78 -3.71 -0.80  0.0001
C: 2.52 -4.77 -1.66  0.0001
C: 2.07 -4.53 -2.94  0.0001
C: 1.86 -3.23 -3.39  0.0001
C: 2.11 -2.17 -2.54  0.0008
H: 4.40 1.12 0.71  0.0001
H: 4.76 3.53 1.00  -0.0001
H: 3.00 5.18 0.51  0.0001
H: 0.58 5.58 -0.22  0.0000
H: -1.63 4.59 -0.77  0.0000
H: -1.86 2.10 -0.87  0.0001
H: 3.15 -3.86 0.21  0.0000
H: 2.69 -5.79 -1.32  0.0000
H: 1.88 -5.37 -3.61  0.0000
H: 1.50 -3.05 -4.39  0.0000
H: 1.99 -1.14 -2.88  0.0003
C: -4.25 -0.64 6.15  0.0000
C: -3.90 0.75 5.64  0.0000
N: -2.76 0.74 4.71  -0.0003
C: -3.02 0.62 3.38  -0.0004
C: -2.10 0.47 2.40  0.0005
C: -2.65 0.35 0.98  0.0002
O: -3.84 0.64 0.83  -0.0013
O: -1.85 -0.06 0.09  -0.0008
C: -0.72 0.43 2.78  0.0031
O: 0.22 0.35 2.03  0.0327
C: -0.44 0.50 4.23  0.0022
C: 0.87 0.37 4.65  0.0001
C: 1.16 0.41 5.98  0.0000
F: 2.43 0.23 6.38  0.0000
C: 0.17 0.62 6.94  -0.0002
C: -1.13 0.74 6.53  0.0001
C: -1.46 0.66 5.17  0.0004
N: 0.45 0.69 8.34  0.0000
C: 0.08 -0.50 9.09  0.0000
C: -0.05 -0.14 10.55  0.0000
N: 1.27 0.42 11.02  0.0000
C: 1.64 1.65 10.21  0.0000
C: 1.74 1.22 8.76  0.0000
H: -5.10 -0.60 6.82  0.0000
H: -3.40 -1.09 6.68  0.0000
H: -4.50 -1.30 5.31  0.0000
H: -3.69 1.42 6.46  0.0000
H: -4.75 1.17 5.10  0.0000
H: -4.07 0.66 3.09  0.0000
H: 1.64 0.20 3.90  0.0001
H: -1.88 0.91 7.29  0.0000
H: 0.83 -1.31 8.98  0.0000
H: -0.87 -0.89 8.73  0.0000
H: -0.30 -1.00 11.17  0.0000
H: -0.79 0.64 10.69  0.0000
H: 1.99 -0.28 10.85  0.0000
H: 1.26 0.62 12.01  0.0000
H: 2.58 2.04 10.59  0.0000
H: 0.84 2.38 10.35  0.0000
H: 2.55 0.48 8.66  0.0000
H: 2.00 2.08 8.15  0.0000
C: -1.30 -2.12 -2.00  0.0108
C: -0.75 -2.80 -0.78  0.0027
C: -0.87 -4.13 -0.42  0.0003
C: -0.23 -4.26 0.84  -0.0003
C: 0.23 -3.01 1.19  -0.0013
C: 0.96 -2.65 2.46  0.0001
N: -0.07 -2.12 0.18  -0.0105
H: -1.21 -2.76 -2.88  0.0007
H: -0.76 -1.19 -2.21  0.0063
H: -2.35 -1.85 -1.88  0.0000
H: -1.35 -4.91 -1.01  0.0001
H: -0.14 -5.15 1.45  -0.0001
H: 1.16 -3.57 3.02  0.0000
H: 0.36 -2.00 3.11  0.0000
H: 1.91 -2.14 2.27  0.0000

The value obtained for the gap between HOMO and LUMO is 3.14 eV. Its total energy is -4017.68411 a.u. The value obtained for the HOMO energy is -5.1 eV. The calculation puts the LUMO energy at -0.072 Eh. The value obtained for the relative energy (zero: lowest compared OMol25 entry of this formula, charge and spin) is 6.5 kcal per mole. Its spin multiplicity is 2.

What is the formula in the first record?
C12H11ClN2OS